{"formula": "C19H24N4O3S", "method": "ωB97M-V/def2-TZVPD", "e_tot_ha": -1581.38326, "lumo_energy_ev": 0.7, "de_lowest_kcal_mol": 26.1, "gap_ha": 0.3227, "smiles": "CCSc1nnc([C@H](Cc2c[nH]c3ccccc23)NC(=O)OC(C)(C)C)o1", "species": ["S", "O", "O", "O", "N", "N", "N", "N", "C", "C", "C", "C", "C", "C", "C", "C", "C", "C", "C", "C", "C", "C", "C", "C", "C", "C", "C", "H", "H", "H", "H", "H", "H", "H", "H", "H", "H", "H", "H", "H", "H", "H", "H", "H", "H", "H", "H", "H", "H", "H", "H"], "xyz": [[0.82270, -4.88521, 2.93681], [0.90252, 0.59842, -1.81144], [2.09968, -0.18670, -0.03684], [0.43542, -2.30591, 2.41865], [-0.43157, -3.62145, 0.88260], [-0.06175, 0.45332, 0.16684], [-1.23207, 4.04244, 2.66165], [-0.68983, -2.34235, 0.53926], [-1.56302, 1.89110, 2.13278], [2.42798, -0.96720, -2.89781], [-2.18925, 2.70249, 1.13687], [-3.39881, 3.48424, -0.76273], [-0.17128, -1.58439, 1.44523], [0.23461, -3.57225, 1.99555], [3.15243, 1.38484, -2.35202], [1.16007, -6.37796, 0.61680], [-0.19393, -0.09365, 1.49578], [0.29608, -6.26511, 1.85538], [-1.95896, 4.04968, 1.50695], [-0.99472, 2.74786, 3.03058], [-2.44022, 5.11051, 0.75000], [-3.15809, 4.80891, -0.38651], [1.98539, 0.48994, -2.76767], [-2.92600, 2.42933, -0.01641], [1.37108, 0.98304, -4.07826], [1.08437, 0.23504, -0.53619], [-1.49744, 0.40051, 2.14843], [2.80971, 2.40973, -2.22631], [0.52669, 0.35623, -4.35163], [3.92366, 1.36024, -3.11688], [-2.34183, -0.01750, 1.59734], [-3.97045, 3.29196, -1.65867], [1.04420, -5.48996, 0.00119], [-3.54708, 5.60845, -0.99921], [0.85039, -7.24463, 0.03715], [3.57351, 1.03730, -1.41286], [1.57271, -1.59590, -3.13609], [-2.25739, 6.13348, 1.04475], [2.86459, -1.31029, -1.96409], [-0.91827, 4.85722, 3.16035], [-0.74494, -6.08048, 1.59854], [-0.90293, 0.62522, -0.36096], [3.16690, -1.05768, -3.68916], [2.11164, 0.94885, -4.87173], [0.37689, -7.14995, 2.48553], [1.01916, 2.00460, -3.96209], [-3.13286, 1.41113, -0.31403], [2.20735, -6.49286, 0.88626], [-0.43696, 2.52458, 3.92003], [0.67235, 0.23238, 2.08411], [-1.53247, 0.02840, 3.17417]], "lowdin_charge": [0.99, 0.04, 0.10, 0.09, 0.05, 0.15, 0.08, 0.11, -0.18, -0.02, -0.13, -0.10, -0.31, -0.69, -0.02, -0.17, -0.23, -0.51, -0.21, -0.04, -0.02, -0.10, -0.57, -0.04, -0.02, -0.55, -0.07, 0.09, 0.09, 0.09, 0.13, 0.10, 0.06, 0.10, 0.07, 0.08, 0.09, 0.11, 0.08, 0.16, 0.07, 0.14, 0.09, 0.09, 0.07, 0.09, 0.11, 0.07, 0.13, 0.16, 0.13]}